No. 1
Density functional theory data (ωB97M-V with the def2-TZVPD basis set) for the ion CHO2S2 with charge -1 at a distorted geometry.

The geometry in XYZ format:
```
6
CHO2S2 ωB97M-V with the def2-TZVPD basis set
O -0.594 0.999 1.742
S -0.818 0.728 0.338
O -1.318 -0.658 0.182
C 0.812 0.004 -0.469
S 0.808 -0.265 -2.054
H 1.110 -0.808 0.261
```

LUMO, eV: 3.600
Gap between HOMO and LUMO, eV: 6.995
E_tot, eV: -26818.313
Total charge: -1
Max |F|, hartree/bohr: 0.0426

No. 2
Density functional theory data (ωB97M-V with the def2-TZVPD basis set) for the molecule C4H8N2 at a distorted geometry.

The geometry in XYZ format:
```
14
C4H8N2 ωB97M-V with the def2-TZVPD basis set
H -1.596 1.279 1.954
N -0.712 1.153 1.560
C -0.358 0.046 0.962
N -1.078 -1.093 1.076
C 0.858 0.020 0.107
C 0.442 0.445 -1.365
C 1.012 -0.264 -2.336
H -1.881 -1.028 0.483
H -0.805 -2.067 1.230
H 1.337 -1.012 0.012
H 1.568 0.773 0.519
H -0.299 1.185 -1.432
H 0.856 0.063 -3.393
H 1.618 -1.091 -2.035
```

LUMO, eV: 1.007
Gap between HOMO and LUMO, eV: 10.089
E_tot, eV: -7256.018
Max |F|, hartree/bohr: 0.0880

No. 3
Density functional theory data (ωB97M-V with the def2-TZVPD basis set) for the molecule C6H13Cl2FN2 at a distorted geometry.

The geometry in XYZ format:
```
24
C6H13Cl2FN2 ωB97M-V with the def2-TZVPD basis set
C -3.134 -1.079 0.214
C -2.191 -0.009 -0.201
C -1.720 0.872 0.986
C 1.649 2.035 0.041
C 2.414 -0.319 -0.313
C 1.846 -1.640 -0.702
H -3.995 -0.538 0.657
H -3.531 -1.585 -0.696
H -2.651 -1.938 0.946
H -1.628 0.167 1.930
H -2.525 1.544 1.229
H -0.693 1.231 0.507
H 2.334 2.465 -0.777
H 0.672 2.569 -0.052
H 2.147 2.545 0.991
H 0.497 0.364 -0.061
H 4.285 -0.561 -0.551
H 1.373 -1.689 -1.692
H 2.766 -2.462 -0.771
N 1.440 0.661 -0.085
N 3.580 0.043 -0.181
F -2.812 0.564 -1.157
Cl -0.757 -0.986 -0.770
Cl 0.635 -2.253 0.509
```

LUMO, eV: 0.694
Gap between HOMO and LUMO, eV: 9.340
E_tot, eV: -37170.740
Max |F|, hartree/bohr: 0.1415